1.
18
Properties=species:S:1:pos:R:3 method="wB97M-V/def2-TZVPD" multiplicity=1 smiles="CC(=C=O)C(C)(C)N=O" e_above_lowest_kcal_mol=83.5
O 1.072 2.117 -0.977
O 2.904 -1.140 0.727
N -0.066 1.721 -0.696
C 0.631 -0.152 0.776
C 0.026 0.233 2.103
C 0.368 -0.483 -1.790
C 1.828 -0.669 0.748
C -1.637 -0.138 -0.359
C -0.139 0.215 -0.499
H -2.193 0.124 -1.267
H -0.150 -1.435 -1.957
H 1.439 -0.705 -1.770
H -0.672 -0.541 2.437
H -2.121 0.397 0.467
H -0.509 1.186 2.045
H 0.196 0.135 -2.681
H 0.797 0.348 2.875
H -1.774 -1.212 -0.183

***

2.
55
Properties=species:S:1:pos:R:3 method="wB97M-V/def2-TZVPD" multiplicity=1 smiles="CCCOc1ccc(C(=O)CCCC(=O)c2ccc(OCCC)cc2)cc1" e_above_lowest_kcal_mol=7.2
O 5.198 -0.001 1.718
O 0.233 -3.140 -0.780
O 1.261 3.941 -0.095
O -4.122 0.613 -0.665
C 3.284 -1.235 -1.043
C 3.543 -0.878 0.281
C 2.727 -1.404 1.281
C -0.530 0.861 -0.794
C -3.153 -4.300 0.290
C -2.671 2.528 -0.188
C -5.290 1.300 -0.259
C -1.974 -4.010 -0.629
C -1.818 0.386 -0.867
C 3.569 2.322 0.033
C 2.209 1.754 -0.358
C 1.619 -2.170 0.976
C -5.559 -0.051 1.853
C -5.444 1.349 1.263
C 1.077 2.758 -0.277
C -0.785 -3.458 0.150
C -1.376 3.000 -0.128
C -2.910 1.205 -0.556
C 2.200 -2.024 -1.354
C -0.282 2.183 -0.413
C 4.576 0.109 0.685
C 4.717 1.327 -0.208
C 1.324 -2.461 -0.355
H -2.878 -5.028 1.050
H -0.424 -4.206 0.870
H -4.688 -0.643 1.582
H 2.246 1.381 -1.385
H -6.337 1.931 1.499
H -5.317 2.309 -0.687
H 3.552 2.607 1.087
H -6.446 -0.554 1.475
H 5.661 1.817 0.038
H -3.483 3.197 0.048
H 0.990 -2.529 1.775
H 1.987 -2.302 -2.375
H -3.483 -3.391 0.787
H -1.664 -4.920 -1.145
H -1.084 -2.555 0.701
H 4.728 1.035 -1.258
H -1.185 4.024 0.155
H 1.951 0.919 0.293
H -6.108 0.718 -0.693
H 3.758 3.226 -0.548
H 3.939 -0.907 -1.835
H -5.623 -0.004 2.937
H -2.016 -0.631 -1.168
H -3.986 -4.699 -0.283
H -4.581 1.855 1.700
H 2.952 -1.164 2.310
H 0.279 0.193 -1.045
H -2.262 -3.280 -1.387

***

3.
150
Properties=species:S:1:pos:R:3 method="wB97M-V/def2-TZVPD" multiplicity=1 e_above_lowest_kcal_mol=24.9
O 11.586 30.371 -28.611
O 8.259 22.239 -27.393
O 7.502 26.015 -31.995
O 10.560 23.296 -24.203
O 11.421 25.020 -29.271
O 6.857 18.680 -22.357
O 10.179 28.703 -28.708
O 6.915 27.036 -20.539
O 7.018 23.774 -31.864
O 9.706 30.486 -27.318
O 4.814 23.803 -24.841
O 10.588 26.661 -20.950
O 14.849 20.844 -24.455
O 7.068 25.232 -30.112
O 6.224 25.534 -24.381
O 9.947 21.609 -19.157
O 16.906 20.461 -23.452
O 16.565 23.956 -29.787
O 14.965 26.359 -26.159
O 4.117 25.318 -23.474
O 7.743 26.216 -18.538
O 8.143 25.088 -20.363
O 15.839 22.468 -23.161
O 14.199 26.936 -21.917
C 7.111 24.895 -31.395
C 10.421 25.852 -31.351
C 13.700 21.697 -24.803
C 7.882 20.063 -26.364
C 10.879 23.927 -18.961
C 7.652 26.241 -19.845
C 13.242 27.760 -27.231
C 10.758 23.287 -30.796
C 10.232 20.937 -27.130
C 9.190 24.805 -25.250
C 5.748 23.149 -25.695
C 5.167 24.944 -24.276
C 6.721 24.371 -29.072
C 10.498 24.100 -25.123
C 10.409 29.929 -28.127
C 11.595 24.494 -26.090
C 14.050 24.835 -20.838
C 10.490 28.040 -22.955
C 11.253 22.333 -21.078
C 14.666 27.231 -26.979
C 14.308 23.278 -29.328
C 10.969 27.714 -21.442
C 10.646 22.559 -19.674
C 10.842 24.758 -30.393
C 13.742 24.988 -23.361
C 15.859 27.796 -27.823
C 16.916 19.077 -23.891
C 6.856 27.018 -17.751
C 15.892 21.337 -23.687
C 11.954 31.724 -28.286
C 8.768 21.237 -26.935
C 4.271 26.310 -22.417
C 15.806 23.383 -28.999
C 16.361 22.805 -27.752
C 13.949 25.724 -22.014
C 7.760 20.906 -22.605
C 7.830 19.406 -22.249
C 8.044 24.804 -21.787
C 11.667 28.791 -20.643
C 9.051 27.951 -28.278
C 9.150 18.843 -21.904
C 7.775 25.898 -33.393
H 7.070 24.326 -21.897
H 6.879 21.212 -23.170
H 15.712 22.061 -27.291
H 13.982 22.241 -29.239
H 5.956 23.665 -26.632
H 12.868 27.509 -28.224
H 8.994 27.810 -27.199
H 17.360 22.407 -27.932
H 16.583 23.537 -26.975
H 12.433 28.484 -19.931
H 12.908 21.223 -25.382
H 14.099 23.584 -30.353
H 13.029 31.882 -28.374
H 7.713 21.393 -21.630
H 9.012 17.764 -21.960
H 6.018 26.439 -17.361
H 6.995 23.366 -29.390
H 9.456 19.002 -20.870
H 6.576 27.920 -18.294
H 8.881 24.173 -22.085
H 16.209 28.784 -27.524
H 13.149 28.833 -27.061
H 16.707 27.121 -27.932
H 13.172 21.952 -23.884
H 8.881 26.964 -28.708
H 13.846 22.702 -25.197
H 9.680 26.512 -30.900
H 14.828 25.261 -20.204
H 8.093 19.143 -26.910
H 8.838 24.982 -26.266
H 12.610 27.264 -26.494
H 3.278 26.608 -22.079
H 11.087 23.239 -31.835
H 17.877 18.606 -23.684
H 8.676 21.264 -23.074
H 16.190 18.483 -23.336
H 13.771 23.895 -28.607
H 11.505 21.312 -21.365
H 11.167 24.839 -27.031
H 14.534 24.303 -23.664
H 13.717 25.783 -24.107
H 10.889 29.185 -19.989
H 9.677 27.330 -23.105
H 6.646 22.981 -25.100
H 8.388 24.232 -24.785
H 16.792 18.984 -24.970
H 13.170 24.580 -20.248
H 8.182 28.590 -28.431
H 6.881 25.814 -34.011
H 8.111 25.665 -22.452
H 11.754 31.954 -27.240
H 8.039 19.919 -25.294
H 7.333 27.314 -16.816
H 12.041 29.523 -21.359
H 11.192 27.881 -23.773
H 10.763 20.551 -26.260
H 9.105 25.742 -24.699
H 8.297 26.722 -33.880
H 4.896 26.072 -21.556
H 9.874 19.101 -22.677
H 11.245 26.472 -31.702
H 11.297 22.545 -30.207
H 12.216 23.613 -26.250
H 10.055 29.033 -23.063
H 10.403 20.376 -28.049
H 15.478 27.865 -28.842
H 5.694 24.519 -28.738
H 10.183 23.927 -18.123
H 8.271 24.978 -33.700
H 12.100 25.317 -25.584
H 14.526 23.965 -21.291
H 11.940 23.968 -18.716
H 5.305 22.186 -25.948
H 6.815 20.195 -26.544
H 12.770 24.496 -23.394
H 11.448 32.545 -28.795
H 9.759 22.866 -30.683
H 10.777 21.879 -27.169
H 10.634 24.564 -19.810
H 7.338 24.622 -28.209
H 4.823 27.123 -22.888
H 10.541 22.817 -21.747
H 9.971 25.299 -32.176
H 12.224 22.813 -21.203

***

4.
19
Properties=species:S:1:pos:R:3 method="wB97M-V/def2-TZVPD" multiplicity=1 smiles="[H]/N=C(/C)C(=O)O.NNN" e_above_lowest_kcal_mol=73.6
O -0.160 -1.754 2.033
O -0.780 0.357 2.464
N 1.636 -0.925 -1.422
N 1.604 1.359 -1.304
N -0.920 -1.372 -0.643
N 1.751 0.169 -0.574
C -1.571 0.891 -0.126
C -0.994 -0.441 0.228
C -0.598 -0.693 1.651
H 2.061 -1.730 -0.977
H 0.657 -1.142 -1.676
H -2.574 0.956 0.295
H -0.597 -2.256 -0.247
H 0.658 1.516 -1.653
H 1.908 2.138 -0.734
H -1.646 0.980 -1.207
H -0.989 1.708 0.293
H -0.524 0.126 3.371
H 1.077 0.114 0.227

***

Number 1: HOMO level -0.3234 hartree, F_max 3.342 eV Å⁻¹, orbital gap 0.30666 Ha. Number 2: HOMO level -0.3213 hartree, F_max 0.657 eV Å⁻¹, orbital gap 0.34079 Ha. Number 3: HOMO level -0.3369 hartree, F_max 5.934 eV Å⁻¹, orbital gap 0.34497 Ha. Number 4: HOMO level -0.3199 hartree, F_max 1.410 eV Å⁻¹, orbital gap 0.31485 Ha.